(1)
C3H4N2O in the gas phase. Source: the OMol25 dataset; level of theory: the ωB97M-V functional and the def2-TZVPD basis.

ORCA input file:
```
! wB97M-V def2-TZVPD RIJCOSX def2/J DEFGRID3
* xyz 0 1
O -1.5821 0.0136 1.2769
C -1.0038 0.2672 0.0542
C 0.3000 0.7620 -0.1959
C 1.4474 -0.1891 0.1181
N 1.0216 -1.3509 -0.1858
N -0.3197 -0.8560 -0.6697
H -2.4113 0.5134 1.3243
H 0.4965 1.7374 -0.6435
H 2.3996 0.0074 0.6097
H -0.3483 -0.9050 -1.6882
*
```

Results
HOMO (alpha / beta), eV: -7.747 / -7.743
Orbital gap (alpha / beta), eV: 7.389 / 7.385
Lowest unoccupied orbital energy (alpha / beta), eV: -0.358 / -0.359
Relative energy (zero: lowest compared OMol25 entry of this formula, charge and spin), eV: 7.0577
E, hartree: -301.22787

(2)
C3H4N2O as an isolated structure at a distorted geometry. Source: the OMol25 dataset; level of theory: the ωB97M-V functional and the def2-TZVPD basis.

ORCA input file:
```
! wB97M-V def2-TZVPD RIJCOSX def2/J DEFGRID3
* xyz 0 1
N 1.7774 -0.2231 0.0196
C 0.4268 -0.1510 0.0196
C -0.3395 0.9541 0.2460
N -1.7333 0.6626 0.4286
C -1.7775 -0.4324 -0.1479
O -0.2721 -1.2565 -0.2005
H 2.2254 -1.0717 -0.2540
H 2.3145 0.5115 0.4317
H -0.1254 1.9921 0.1477
H -2.4963 -0.9855 -0.6908
*
```

Results
HOMO, eV: -7.685
Orbital gap, eV: 8.591
Lowest unoccupied orbital energy, eV: 0.907
Relative energy (zero: lowest compared OMol25 entry of this formula, charge and spin), eV: 2.8095
E, hartree: -301.38398

(3)
C3H4N2O in the gas phase at a distorted geometry. Source: the OMol25 dataset; level of theory: the ωB97M-V functional and the def2-TZVPD basis.

ORCA input file:
```
! wB97M-V def2-TZVPD RIJCOSX def2/J DEFGRID3
* xyz 0 1
O 2.2003 -0.2924 -0.3820
C 0.8585 -0.1049 -0.1609
C 0.2985 -1.3036 0.2312
N -1.6093 -0.1637 0.1434
C -1.0268 0.9874 0.0040
N 0.2992 1.0785 -0.2383
H 2.6958 0.0681 0.3649
H 0.4511 -2.1662 -0.4375
H -2.6015 -0.0445 0.4052
H -1.5658 1.9413 0.0701
*
```

Results
HOMO, eV: -9.212
Orbital gap, eV: 8.965
Lowest unoccupied orbital energy, eV: -0.247
Relative energy (zero: lowest compared OMol25 entry of this formula, charge and spin), eV: 4.2973
E, hartree: -301.32931